1.
Formula: CH4NO2P
Source: OMol25
Level of theory: wB97M-V/def2-TZVPD

Atoms and positions in Å:
1 N -1.683 0.971 0.022
2 C -2.352 -0.010 -0.115
3 O -3.193 -0.783 0.048
4 H -0.700 1.103 -0.145
5 O 1.253 -1.173 -0.063
6 P 1.464 0.454 -0.004
7 H 0.297 -1.527 0.096
8 H 2.258 0.423 1.214
9 H 2.658 0.542 -1.054

Computed properties:
relative energy (zero: lowest compared OMol25 entry of this formula, charge and spin): 40.8 kcal/mol
SMILES: N=C=O.OP
energy: -15974.7123 eV

***

2.
Formula: C33H25N4O2PRbS2
Source: OMol25
Level of theory: wB97M-V/def2-TZVPD

Atoms and positions in Å:
1 Rb -0.286 1.644 -1.908
2 S -0.748 2.653 1.076
3 C -1.819 1.569 1.939
4 C -1.876 1.682 3.331
5 C -2.694 0.888 4.126
6 C -2.693 1.064 5.548
7 N -2.686 1.222 6.688
8 C -3.501 -0.076 3.502
9 C -3.458 -0.203 2.124
10 C -2.646 0.594 1.296
11 S -2.682 0.284 -0.411
12 C -4.358 -0.934 4.270
13 N -5.052 -1.621 4.879
14 H -1.248 2.423 3.807
15 H -4.075 -0.953 1.647
16 O 2.266 2.153 0.501
17 N 2.393 0.891 -0.008
18 C 3.546 0.671 -0.496
19 C 3.933 -0.616 -1.093
20 C 5.293 -0.764 -1.373
21 C 5.801 -1.931 -1.915
22 C 4.938 -2.980 -2.187
23 C 3.583 -2.843 -1.924
24 C 3.049 -1.676 -1.383
25 P 1.239 -1.468 -1.094
26 C 1.141 -1.881 0.683
27 C 0.233 -1.172 1.459
28 C 0.082 -1.468 2.807
29 C 0.849 -2.468 3.385
30 C 1.769 -3.174 2.616
31 C 1.915 -2.882 1.269
32 C 0.553 -2.984 -1.880
33 C -0.161 -3.951 -1.179
34 C -0.769 -5.006 -1.849
35 C -0.668 -5.114 -3.226
36 C 0.035 -4.150 -3.940
37 C 0.626 -3.091 -3.271
38 H 1.333 2.187 0.869
39 H 4.310 1.449 -0.439
40 H 5.960 0.061 -1.150
41 H 6.860 -2.023 -2.120
42 H 5.316 -3.906 -2.602
43 H 2.922 -3.671 -2.147
44 H -0.363 -0.392 1.002
45 H -0.634 -0.912 3.400
46 H 0.733 -2.699 4.437
47 H 2.371 -3.952 3.069
48 H 2.632 -3.434 0.672
49 H -0.256 -3.877 -0.104
50 H -1.330 -5.743 -1.288
51 H -1.142 -5.937 -3.746
52 H 0.109 -4.219 -5.018
53 H 1.159 -2.331 -3.835
54 O 0.666 4.530 -1.784
55 C -0.203 5.295 -0.956
56 C -1.658 5.073 -1.285
57 C -2.587 5.950 -0.732
58 C -3.934 5.696 -0.903
59 C -4.315 4.580 -1.632
60 C -3.321 3.779 -2.161
61 N -2.017 4.017 -2.005
62 H 1.486 4.415 -1.292
63 H 0.025 6.363 -1.053
64 H -0.083 5.006 0.092
65 H -2.250 6.799 -0.152
66 H -4.675 6.351 -0.463
67 H -5.356 4.324 -1.773
68 H -3.580 2.887 -2.719

Computed properties:
total charge: -1
relative energy (zero: lowest compared OMol25 entry of this formula, charge and spin): 0.0 kcal/mol
energy: -76298.6936 eV

***

3.
Formula: C19H28NPPbS
Source: OMol25
Level of theory: wB97M-V/def2-TZVPD

Atoms and positions in Å:
1 C -2.708 0.298 -3.755
2 C -2.496 -0.922 -3.134
3 C -1.736 -1.008 -1.948
4 C -1.235 0.150 -1.356
5 C -1.396 1.367 -2.028
6 C -2.178 1.451 -3.195
7 C -1.595 -2.386 -1.354
8 C -0.181 -2.980 -1.181
9 N 0.882 -1.994 -0.969
10 Pb -0.397 0.163 0.785
11 C -0.720 2.630 -1.525
12 P 0.975 2.105 -0.934
13 H -2.917 -1.845 -3.525
14 H -2.328 2.432 -3.638
15 H -3.289 0.344 -4.673
16 H -1.258 3.069 -0.659
17 H -0.578 3.383 -2.324
18 H -2.076 -2.426 -0.367
19 H -2.122 -3.091 -2.008
20 H -0.190 -3.654 -0.306
21 C 1.533 3.516 0.069
22 C 1.870 2.219 -2.496
23 H 0.080 -3.588 -2.068
24 C 1.440 -1.473 -2.220
25 C 1.956 -2.514 -0.114
26 H -0.891 1.736 1.637
27 H 1.940 -2.290 -2.777
28 H 0.650 -1.034 -2.841
29 H 2.187 -0.700 -1.982
30 H 2.529 -3.307 -0.639
31 H 2.640 -1.690 0.133
32 H 1.524 -2.914 0.819
33 H 1.864 3.256 -2.860
34 H 2.903 1.862 -2.359
35 H 1.405 1.562 -3.246
36 H 1.646 4.416 -0.557
37 H 0.811 3.693 0.886
38 H 2.502 3.241 0.526
39 H 1.375 0.337 1.400
40 S -1.170 -1.931 2.350
41 C -0.660 -1.031 3.712
42 C 0.638 -1.247 4.223
43 C 1.086 -0.507 5.310
44 C 0.236 0.434 5.914
45 C -1.013 0.723 5.349
46 C -1.468 -0.001 4.253
47 H 1.281 -1.960 3.701
48 H 2.108 -0.654 5.673
49 H 0.575 0.982 6.796
50 H -1.631 1.536 5.753
51 H -2.404 0.240 3.747

Computed properties:
total charge: +2
relative energy (zero: lowest compared OMol25 entry of this formula, charge and spin): 0.0 kcal/mol
energy: -46998.2784 eV

***

4.
Formula: C3H22O8
Source: OMol25
Level of theory: wB97M-V/def2-TZVPD

Atoms and positions in Å:
1 C -0.822 -1.722 -2.721
2 O -1.973 -0.983 -2.334
3 H -1.079 -2.774 -2.814
4 H -0.446 -1.352 -3.678
5 H -0.041 -1.618 -1.964
6 H -1.745 -0.200 -1.814
7 C 2.300 0.486 -2.852
8 O 3.093 1.649 -2.840
9 H 1.342 0.636 -2.337
10 H 2.094 0.164 -3.879
11 H 2.785 -0.342 -2.339
12 H 2.637 2.401 -3.216
13 C -2.721 1.165 0.316
14 O -1.581 1.177 -0.539
15 H -3.335 2.047 0.122
16 H -3.384 0.325 0.093
17 H -2.469 1.046 1.373
18 H -1.355 2.091 -0.725
19 O 0.433 -0.310 0.718
20 H -0.181 0.176 0.131
21 H 0.608 0.300 1.461
22 O 2.984 -1.349 0.105
23 H 3.200 -2.059 0.720
24 H 2.161 -0.957 0.454
25 O -1.619 0.854 4.219
26 H -2.052 0.020 4.010
27 H -0.828 0.885 3.649
28 O 0.974 1.288 3.072
29 H 1.623 1.160 3.776
30 H 0.695 2.210 3.157
31 O -0.289 -2.487 2.342
32 H -1.103 -2.072 2.636
33 H 0.094 -1.854 1.696

Computed properties:
relative energy (zero: lowest compared OMol25 entry of this formula, charge and spin): 46.5 kcal/mol
SMILES: CO.CO.CO.O.O.O.O.O
energy: -19846.8690 eV

***

5.
Formula: C23H36CrF3NO10P2S3Te
Source: OMol25
Level of theory: wB97M-V/def2-TZVPD

Atoms and positions in Å:
1 Cr -1.206 0.177 0.348
2 F -4.124 2.679 3.931
3 C -3.533 1.686 4.595
4 F -2.361 2.159 5.067
5 F -4.298 1.426 5.679
6 C -3.330 0.455 3.760
7 C -3.663 -0.780 4.259
8 C -3.414 -1.943 3.524
9 C -2.789 -1.801 2.308
10 N -2.439 -0.606 1.834
11 C -2.707 0.549 2.490
12 S -2.205 1.936 1.635
13 H -4.130 -0.847 5.233
14 H -3.691 -2.918 3.893
15 H -2.555 -2.651 1.680
16 C 2.325 2.130 2.962
17 C 2.405 0.772 3.633
18 C 1.255 0.512 4.590
19 O 2.544 -0.293 2.657
20 P 1.494 -0.680 1.527
21 O 0.233 0.130 1.760
22 C 2.319 -0.297 0.002
23 P 1.203 -0.782 -1.416
24 O 0.071 -1.218 -0.392
25 O 1.736 -2.208 -1.909
26 C 2.982 -2.443 -2.575
27 C 2.670 -2.996 -3.953
28 C 3.799 -3.410 -1.736
29 O 2.098 0.262 -2.313
30 C 1.919 0.991 -3.543
31 C 1.836 2.473 -3.228
32 C 3.115 0.682 -4.430
33 O 1.420 -2.215 1.877
34 C 0.442 -3.240 1.581
35 C 1.054 -4.261 0.651
36 C 0.038 -3.832 2.919
37 H 2.282 2.911 3.722
38 H 1.426 2.209 2.350
39 H 3.201 2.305 2.336
40 H 3.344 0.700 4.186
41 H 0.294 0.670 4.105
42 H 1.334 1.194 5.438
43 H 1.300 -0.511 4.966
44 H 3.297 -0.780 -0.030
45 H 2.464 0.784 -0.008
46 H 3.520 -1.498 -2.671
47 H 2.200 -3.977 -3.864
48 H 3.581 -3.097 -4.545
49 H 1.978 -2.338 -4.478
50 H 3.312 -4.385 -1.691
51 H 3.911 -3.041 -0.715
52 H 4.792 -3.538 -2.170
53 H 1.008 0.666 -4.040
54 H 2.773 2.814 -2.781
55 H 1.018 2.691 -2.546
56 H 1.665 3.033 -4.149
57 H 4.041 0.962 -3.923
58 H 3.045 1.257 -5.354
59 H 3.162 -0.375 -4.690
60 H -0.412 -2.772 1.100
61 H 1.999 -4.622 1.063
62 H 1.227 -3.830 -0.331
63 H 0.374 -5.109 0.547
64 H 0.886 -4.335 3.387
65 H -0.763 -4.561 2.777
66 H -0.320 -3.052 3.591
67 O -2.189 -0.081 -1.440
68 S -1.086 0.492 -2.260
69 O -0.102 -0.654 -2.642
70 O -0.291 1.234 -1.197
71 O -1.434 1.170 -3.445
72 Te -3.335 3.261 -1.436
73 C -4.456 4.651 -2.552
74 C -5.672 4.491 -3.167
75 C -6.123 5.636 -3.880
76 C -5.251 6.680 -3.814
77 S -3.875 6.246 -2.872
78 H -6.224 3.564 -3.102
79 H -7.061 5.681 -4.419
80 H -5.351 7.658 -4.257

Computed properties:
total charge: -1
relative energy (zero: lowest compared OMol25 entry of this formula, charge and spin): 49.9 kcal/mol
energy: -141359.8471 eV
2S+1: 4

***

6.
Formula: C4H6BiO
Source: OMol25
Level of theory: wB97M-V/def2-TZVPD

Atoms and positions in Å:
1 O -1.677 0.760 -0.327
2 C 0.037 -2.196 0.674
3 C 1.097 -2.117 -0.169
4 H 0.237 -2.835 1.551
5 H 0.984 -1.710 -1.182
6 H 2.086 -2.529 0.081
7 Bi -1.658 -0.927 0.556
8 C -0.790 1.716 -0.691
9 C 0.034 2.368 0.153
10 H -0.977 2.135 -1.693
11 H 0.232 1.972 1.154
12 H 0.395 3.364 -0.104

Computed properties:
total charge: +1
relative energy (zero: lowest compared OMol25 entry of this formula, charge and spin): 0.0 kcal/mol
energy: -12121.1354 eV

***

7.
Formula: F3HN2O2S
Source: OMol25
Level of theory: wB97M-V/def2-TZVPD

Atoms and positions in Å:
1 N -0.568 1.134 -0.342
2 N 2.296 -0.682 -0.892
3 O 2.036 2.172 -0.180
4 O 1.044 0.806 1.615
5 F -0.662 0.863 -1.676
6 F 2.156 -1.367 0.268
7 F 3.476 -0.014 -0.851
8 S 1.165 1.133 0.201
9 H -0.873 0.248 0.168

Computed properties:
relative energy (zero: lowest compared OMol25 entry of this formula, charge and spin): 23.2 kcal/mol
energy: -26069.2620 eV
2S+1: 3